1.
This record from the Open Molecules 2025 dataset describes the molecule C5H8N2 in a non-equilibrium geometry. The level of theory is ωB97M-V/def2-TZVPD.

Structure (XYZ):
```
15
Properties=species:S:1:pos:R:3:forces:R:3
H 1.4622 -1.9064 -2.3596 -0.07 -0.04 -0.01
N 0.9141 -1.4030 -1.6633 0.31 -0.26 -0.31
C 1.6277 -0.5024 -1.1304 -0.07 -0.32 -0.56
C 1.0697 0.3719 -0.1157 0.53 0.50 0.22
N 2.0100 1.1650 0.5680 0.58 0.04 0.55
C -0.2105 0.4572 0.0598 1.59 -1.03 0.23
C -1.4698 0.4338 0.1172 -2.54 4.54 -0.90
C -2.4464 -0.3552 0.8431 -0.51 -1.24 0.54
H 2.6784 -0.3231 -1.3769 0.05 -0.03 -0.04
H 2.7598 0.5969 0.9509 0.00 0.16 -0.01
H 1.5946 1.7004 1.3190 -0.01 -0.02 -0.08
H -1.8790 1.4780 -0.2791 0.31 -2.21 0.19
H -1.9546 -1.1923 1.3365 -0.12 -0.09 0.12
H -2.9768 0.2429 1.5871 0.02 -0.03 -0.07
H -3.1795 -0.7638 0.1433 -0.07 0.03 0.11
```
Forces are in eV/Å.

* orbital gap: 9.11 eV
* LUMO energy: 0.94 eV
* E_tot: -304.73877 Ha
* E_HOMO: -8.175 eV

Mulliken population analysis, charges in e, atoms 1 to 4: number 1, H, carries 0.24; number 2, N, carries -0.57; number 3, C, carries -0.33; number 4, C, carries 0.33

2.
This record from the Open Molecules 2025 dataset describes a structure of composition C6H8O2 in a non-equilibrium geometry. The level of theory is ωB97M-V/def2-TZVPD.

Structure (XYZ):
```
16
Properties=species:S:1:pos:R:3:forces:R:3
C -1.7972 0.0041 -0.4473 -4.97 -2.06 1.47
C 0.0958 -0.7158 -0.1089 -4.16 -0.77 3.27
C 1.9515 0.0962 -0.2773 -1.23 2.67 -0.40
C 0.7857 1.2828 -0.1093 -0.01 1.10 1.40
C -1.0308 1.0952 -0.0457 3.03 5.31 -0.02
C -0.1075 0.4481 0.7655 4.18 3.84 -0.94
H -2.7653 0.1746 0.1718 0.82 -0.36 -1.91
H -1.8103 -0.0512 -1.4972 -1.04 -0.95 -1.49
H -0.0007 -0.5455 -1.1167 -0.17 0.64 -2.68
H 2.6976 0.3602 0.4508 0.42 -0.12 0.18
H 2.2946 0.1614 -1.2875 0.54 -0.80 -0.63
H 1.0705 2.3959 0.1959 -0.38 -2.56 -0.63
H -1.3330 2.1396 0.0038 -0.48 -0.44 0.41
H 0.0490 0.3866 1.7623 0.02 -0.59 3.13
O -1.2627 -1.1492 0.2457 -0.24 -2.71 -2.00
O 1.3142 -1.1365 0.0862 3.67 -2.20 0.84
```
Forces are in eV/Å.

* orbital gap: 9.68 eV
* LUMO energy: 1.06 eV
* E_tot: -383.60048 Ha
* E_HOMO: -8.625 eV

Mulliken population analysis, charges in e, atoms 1 to 4: number 1, C, carries -0.51; number 2, C, carries 0.29; number 3, C, carries -0.53; number 4, C, carries -0.53

3.
This record from the Open Molecules 2025 dataset describes a structure of composition C26H49NO4Si2Sm in a non-equilibrium geometry. The level of theory is ωB97M-V/def2-TZVPD.

Structure (XYZ):
```
83
Properties=species:S:1:pos:R:3:forces:R:3
O -0.8806 -1.4924 -2.7268 0.45 -0.13 -2.34
O 1.1919 1.0564 -4.9095 -1.24 0.73 -3.46
C 0.0273 -2.5429 -3.2496 -0.58 -0.12 -0.14
C -0.5776 -3.8780 -2.9014 0.01 -0.53 0.44
H 0.9921 -2.4200 -2.7505 -0.19 0.12 0.00
H 0.1598 -2.3897 -4.3195 0.08 0.10 0.19
H -0.5211 -3.9596 -1.8022 -0.22 -0.26 -0.46
H -0.0361 -4.7269 -3.3479 0.07 0.42 0.17
H -1.6207 -3.9823 -3.2302 0.21 0.25 0.09
C -1.8558 -0.8735 -3.6432 -0.47 -0.43 0.32
C -1.6947 -1.2223 -5.1134 0.16 0.13 0.45
H -1.8184 0.2163 -3.4529 0.22 -0.41 -0.31
H -2.8603 -1.1976 -3.3180 0.50 -0.09 0.04
H -0.8194 -0.7514 -5.5432 0.25 -0.03 -0.11
H -2.5633 -0.8496 -5.6312 -0.37 0.25 -0.19
H -1.6770 -2.2973 -5.2854 0.02 0.02 0.07
C 0.4396 2.3464 -5.0300 1.33 -0.86 0.05
C 2.2661 0.7012 -5.8989 -0.33 0.45 1.29
C -0.6002 2.3754 -6.1125 -0.35 0.04 -0.09
H 1.1891 3.1451 -5.1110 -0.22 -0.07 -0.14
H -0.0548 2.4566 -4.0563 0.27 -0.16 -0.11
H -0.2018 2.3282 -7.1341 -0.23 -0.08 0.46
H -1.1043 3.3415 -5.9963 -0.13 -0.15 -0.16
H -1.3415 1.5763 -5.9407 0.28 0.32 -0.25
C 1.9912 0.9944 -7.3334 -0.03 0.46 -0.64
H 2.4355 -0.3757 -5.7386 -0.18 0.44 0.06
H 3.1658 1.2370 -5.5704 -0.13 -0.07 0.02
H 1.1941 0.3727 -7.7373 -0.05 0.05 -0.06
H 2.9139 0.7741 -7.8766 -0.10 -0.12 -0.05
H 1.7742 2.0558 -7.5450 0.12 -0.47 0.23
H 1.8096 1.1360 -3.7902 0.93 -1.13 3.11
Sm -0.5233 -0.6358 -0.7157 1.90 -1.07 1.27
C 1.9138 0.7129 -2.5888 -0.29 -0.93 1.53
Si 3.3929 0.7180 -1.3068 -0.10 0.08 -0.38
H 1.5744 -0.3803 -2.6560 0.39 1.09 -0.23
H 1.0326 1.2387 -2.1430 0.11 0.10 0.04
C 4.6330 -0.4819 -2.0069 0.53 0.22 0.11
C 3.1231 0.1736 0.5157 -0.26 0.21 0.38
C 4.0392 2.4765 -1.3306 -0.07 0.23 0.04
C -2.4496 -1.8656 -0.3250 -0.42 0.11 0.10
Si -3.4770 -0.3009 -0.3469 -0.25 -1.50 0.89
H -2.3874 -2.3696 0.6625 -0.12 0.46 -0.35
H -2.8416 -2.5970 -1.0484 0.18 0.27 0.13
C -4.8993 -0.4304 -1.5147 -0.14 0.29 -0.07
C -2.5050 1.2511 -0.9367 0.60 0.34 -0.38
C -4.0190 0.1287 1.3762 -0.14 0.18 0.03
H 3.5222 2.9812 -2.1586 0.24 0.11 0.22
H 5.1217 2.5383 -1.5054 -0.26 -0.03 0.07
H 3.8122 3.0084 -0.3950 0.07 -0.06 -0.28
H 4.4015 -1.5019 -1.7115 -0.05 -0.19 -0.06
H 5.6650 -0.2654 -1.6710 -0.47 -0.08 -0.10
H 4.6124 -0.4071 -3.0919 0.11 -0.12 -0.17
H 2.7902 -0.8668 0.6173 -0.13 0.17 -0.21
H 2.4174 0.8202 1.0820 0.24 -0.31 -0.34
H 4.0595 0.1951 1.1190 -0.30 0.24 -0.70
H -3.1471 1.5900 -1.7571 0.24 0.29 0.10
H -1.4669 1.2352 -1.3777 -1.12 0.88 0.09
H -2.5228 1.9925 -0.1240 0.11 -0.10 -0.40
H -4.8529 0.8422 1.2991 0.18 -0.14 0.37
H -3.1996 0.5756 1.9603 -0.34 -0.13 -0.08
H -4.3490 -0.7991 1.8646 -0.04 0.38 -0.02
H -5.6329 0.3368 -1.2418 -0.05 -0.15 -0.26
H -5.3433 -1.4183 -1.4152 -0.17 0.00 -0.07
H -4.5773 -0.2768 -2.5476 -0.25 -0.01 0.03
O 1.1509 -3.9142 1.4802 -0.37 1.18 -0.44
C 0.7944 -2.8044 1.0972 0.67 -1.70 -0.62
O 0.7582 -2.3979 -0.1446 -0.30 0.57 0.37
C 0.3725 -1.8072 2.1280 -0.90 2.17 -0.24
C 0.4030 -2.1573 3.4653 -0.02 0.02 0.86
C -0.0083 -1.2628 4.4269 -0.02 -0.10 -0.22
C -0.4211 0.0420 4.0581 -0.22 0.18 -0.93
C -0.9009 0.9978 5.0003 0.04 0.36 -0.43
C -1.2852 2.2624 4.5721 0.11 -0.77 0.51
C -1.2132 2.6300 3.2130 0.54 -0.89 -0.90
C -0.7615 1.7059 2.2654 -0.05 0.06 0.24
C -0.3957 0.3750 2.6431 -0.05 -0.48 1.04
N -0.0536 -0.5931 1.7104 0.42 0.05 0.90
H 0.7455 -3.1585 3.6699 0.00 -0.06 0.27
H -0.0328 -1.5569 5.4758 0.04 0.10 -0.21
H -0.9561 0.6947 6.0568 0.03 0.32 -0.56
H -1.6428 2.9783 5.3023 0.00 -0.02 -0.07
H -1.4993 3.6363 2.8927 0.14 -0.40 0.16
H -0.6496 1.9986 1.2109 -0.13 -0.06 0.48
```
Forces are in eV/Å.

* <S²>: 8.767
* 2S+1: 6
* orbital gap (alpha / beta): 7.49 / 7.52 eV
* LUMO energy (alpha / beta): -3.27 / -3.24 eV
* total charge: +1
* E_tot: -2612.53325 Ha
* E_HOMO (alpha / beta): -10.758 / -10.763 eV

Mulliken population analysis, charges in e, atoms 1 to 4: number 1, O, carries 0.81; number 2, O, carries -0.06; number 3, C, carries -0.59; number 4, C, carries -1.19

4.
This record from the Open Molecules 2025 dataset describes the molecule C21H19N5 in a non-equilibrium geometry. The level of theory is ωB97M-V/def2-TZVPD.

Structure (XYZ):
```
45
Properties=species:S:1:pos:R:3:forces:R:3
C 0.1293 -4.0902 0.8189 2.58 -1.66 -3.70
C 0.4626 -3.6493 -0.7720 -3.90 7.11 6.22
C 1.6883 -4.2905 -1.1085 -10.87 0.40 -13.20
C 0.6795 -2.0883 -0.4292 0.11 1.43 -0.72
C -0.1568 -1.0314 -0.9817 -1.10 -1.16 -3.45
C 0.1555 0.3888 -1.0740 -7.79 -4.30 0.13
N -0.9518 1.2908 -1.4087 6.53 -2.25 -2.23
C -1.6071 2.1173 -0.4654 9.19 6.13 -5.67
C -2.7055 1.5294 -0.2159 -12.34 -8.67 12.89
C -3.2562 1.8223 1.2541 -1.28 2.31 -2.21
C -4.4325 1.1339 1.8495 12.93 1.68 -10.79
C -4.7521 0.1663 1.0933 -4.41 -12.01 -3.57
C -4.1266 -0.5962 -0.0251 3.13 9.76 2.16
N -3.0406 0.2693 -0.5702 -2.26 -2.62 -1.46
N 1.1263 0.6938 -0.3015 3.44 -0.05 0.90
C 2.0677 -0.1632 0.3072 0.02 1.02 3.32
N 2.9491 0.7147 0.9228 0.44 -10.20 0.95
C 2.7487 1.9254 0.4777 6.14 -5.37 5.42
C 3.6747 2.7374 0.8016 4.06 14.68 2.22
C 3.3381 4.2359 0.4286 -2.67 -8.50 -3.19
C 2.2156 4.2881 -0.5946 2.61 -1.70 5.57
C 1.3419 3.2096 -0.6790 -0.86 -0.76 -4.84
C 1.7498 1.8445 -0.1962 -11.38 10.71 -8.90
C 1.7025 -1.6425 0.4371 -6.17 8.42 -6.26
C 2.6652 -2.3025 0.8768 5.97 -5.30 4.40
N 3.3633 -2.9445 1.5103 1.85 -1.16 0.60
H -0.0545 -5.1404 0.5974 -0.27 -0.33 1.04
H 1.0854 -3.9600 1.3852 -1.24 -0.17 -0.28
H -0.7001 -3.5891 1.1602 -1.76 1.05 1.09
H -0.5386 -3.5101 -1.3503 2.15 -1.57 0.31
H 1.1988 -5.1805 -1.1993 0.47 -3.82 -0.55
H 2.3874 -4.2285 -0.5987 11.42 1.05 8.67
H 1.8118 -3.9025 -2.1991 0.89 -1.02 1.56
H -1.0464 -1.4448 -1.7107 2.14 1.35 2.08
H -1.5283 0.8237 -2.0762 -0.45 -0.19 0.06
H -1.9621 2.8565 -1.2026 0.40 1.52 0.43
H -0.8187 2.6476 0.1611 -1.74 -0.90 0.03
H -2.9072 2.8804 1.5813 -0.58 -2.03 0.14
H -4.8628 1.5064 2.5100 -6.82 5.34 10.93
H -5.5800 -0.5250 1.5493 0.83 1.35 -0.92
H -4.4548 -1.4401 -0.5666 -0.11 -0.72 -0.20
H 4.3957 2.9106 1.6459 -0.57 -2.11 -1.03
H 3.9022 5.0559 0.6468 1.52 1.99 0.72
H 2.0182 5.2984 -0.6181 -1.40 2.02 -1.78
H 0.6251 3.3725 -1.6716 1.14 -0.75 3.09
```
Forces are in eV/Å.

* orbital gap: 6.97 eV
* LUMO energy: -0.55 eV
* E_tot: -1084.69918 Ha
* E_HOMO: -7.524 eV

Mulliken population analysis, charges in e, atoms 1 to 4: number 1, C, carries -1.34; number 2, C, carries 0.11; number 3, C, carries -1.96; number 4, C, carries 1.04